Record 1
A cluster of 10 separate species, H20O10 in total, computed with wB97M-V/def2-TZVPD.

Summary:
- HOMO-LUMO gap: 0.3592 Ha
- ΔE to the lowest compared entry with this formula, charge and spin: 55.37 kcal/mol
- SMILES: O.O.O.O.O.O.O.O.O.O
- Lowest unoccupied orbital energy: -0.13 eV
- Multiplicity: 1

Atoms and positions in Å:
O -2.4947 -1.5580 2.5081
H -2.9995 -1.4104 1.7029
H -1.5648 -1.4424 2.2498
O 2.1724 3.5881 -0.0142
H 1.9958 2.7646 -0.4802
H 1.3756 4.1105 -0.1470
O -0.6905 -2.4918 -1.1554
H -1.5341 -2.1099 -0.8994
H -0.2031 -1.7676 -1.5914
O 0.5363 -0.8221 -3.0319
H 0.5156 0.1428 -3.0032
H 0.7398 -1.0413 -3.9458
O 1.3740 2.1712 -2.6412
H 2.2846 2.0567 -2.9383
H 1.1962 3.1112 -2.7536
O -1.6404 1.1615 2.1826
H -1.0223 1.6202 2.7618
H -2.1278 0.5562 2.7653
O -0.9849 1.9381 -0.5658
H -1.5290 1.2599 -0.9780
H -1.2905 1.9677 0.3543
O 0.2057 -3.9758 1.0497
H 0.5226 -3.1043 1.3241
H 0.1465 -3.9033 0.0887
O 0.4473 -1.4140 2.2849
H 0.7468 -1.1259 3.1530
H 1.0665 -1.0099 1.6502
O 1.2410 0.0249 0.1303
H 0.3295 -0.0440 0.4446
H 1.1855 0.7472 -0.5046

=====

Record 2
A structure of composition C17H29BrNO2P2Tc at a distorted geometry, computed with wB97M-V/def2-TZVPD.

Summary:
- HOMO-LUMO gap (spin up / spin down): 0.2897 / 0.1735 Ha
- ΔE to the lowest compared entry with this formula, charge and spin: 21.90 kcal/mol
- Total charge: +1
- Lowest unoccupied orbital energy (spin up / spin down): -2.74 / -5.72 eV
- Multiplicity: 4

Atoms and positions in Å:
C 3.4624 -2.2491 0.1911
C 2.3415 -1.4653 0.5374
N 1.3235 -1.3405 -0.3876
C 1.3112 -2.0728 -1.5189
C 2.4135 -2.8308 -1.8876
C 3.5016 -2.9050 -1.0251
C 2.2400 -0.7138 1.7401
P 0.6968 0.0679 2.1540
Tc -0.4200 -0.2069 0.1930
P -0.9892 -0.5982 -1.9667
C 0.0734 -2.0456 -2.3856
C -2.1057 1.0038 0.6771
C -3.0534 0.4596 1.5466
C -4.1921 1.1891 1.8809
C -4.3882 2.4677 1.3556
C -3.4242 3.0147 0.4946
C -2.2854 2.2848 0.1442
O 3.5446 1.5150 0.2105
O 2.1949 1.4688 -2.0765
H 4.2739 -2.2922 0.9178
H 2.3816 -3.3258 -2.8567
H 4.3755 -3.4887 -1.3080
C -0.0240 -0.8146 3.5530
C 1.1034 1.6945 2.8111
H 0.3492 -1.9449 -3.4466
H -0.5185 -2.9667 -2.2565
H 3.3342 0.8614 0.9191
H 3.0368 -0.7951 2.4802
C -2.6648 -1.1481 -2.2754
C -0.6450 0.5563 -3.2957
H -2.9070 -0.5416 1.9454
H -4.9340 0.7559 2.5505
H -5.2787 3.0418 1.6114
H -3.5641 4.0126 0.0880
H -1.5344 2.6950 -0.5358
H 0.3685 1.2937 0.1526
H 2.1799 2.3809 -2.4178
H 2.7628 1.4954 -1.2529
H 4.5161 1.5711 0.2069
H 0.2578 0.8434 -0.9130
H 0.7022 -0.7569 4.3738
H -0.9686 -0.3364 3.8411
H -0.2145 -1.8567 3.2756
H 1.6445 1.5394 3.7525
H 1.7307 2.2415 2.0964
H 0.1689 2.2401 2.9936
H -0.8616 0.0318 -4.2375
H -1.3161 1.4157 -3.1641
H 0.4057 0.8729 -3.2333
H -2.7294 -1.4700 -3.3247
H -2.9092 -1.9685 -1.5916
H -3.3328 -0.2986 -2.0893
Br -1.4340 -2.5821 0.7528

=====

Record 3
A cluster of 2 separate species, C4H8ClN2 in total at a distorted geometry, computed with wB97M-V/def2-TZVPD.

Summary:
- HOMO-LUMO gap: 0.2438 Ha
- ΔE to the lowest compared entry with this formula, charge and spin: 134.94 kcal/mol
- Total charge: +1
- Lowest unoccupied orbital energy: -5.68 eV
- Multiplicity: 1

Atoms and positions in Å:
C -2.5505 0.1980 -0.1982
C -1.3194 -0.1072 -0.0988
C 2.7387 -0.1743 -0.0864
C -3.5371 -0.9232 -0.2505
N 3.3016 -1.0316 0.6755
N 3.4518 0.2839 -1.1120
Cl 0.2039 -0.5602 -0.0789
H -2.7282 1.1917 -0.0541
H -4.6163 -0.5088 -0.1769
H -3.3864 -1.4609 -1.1686
H -3.2937 -1.5616 0.7023
H 2.8625 -1.6069 1.3836
H 4.2809 -1.3594 0.5063
H 2.8684 0.9743 -1.6226
H 4.2402 0.0798 -1.5839

=====

Record 4
A structure of composition AsF6H24O12, computed with wB97M-V/def2-TZVPD.

Summary:
- HOMO-LUMO gap: 0.3762 Ha
- ΔE to the lowest compared entry with this formula, charge and spin: 12.62 kcal/mol
- Total charge: -1
- Lowest unoccupied orbital energy: 2.32 eV
- Multiplicity: 1

Atoms and positions in Å:
As 24.1678 9.8352 3.6571
F 24.7265 11.2752 4.4514
F 24.9510 8.8596 4.8810
F 23.5883 8.3620 2.9177
F 23.4660 10.7525 2.3730
F 25.6487 9.7181 2.7498
F 22.7095 9.8893 4.5940
O 24.7479 5.8888 2.1832
H 24.0799 5.2169 2.3415
H 24.3292 6.7088 2.4784
O 27.6147 9.3927 5.6991
H 26.9270 9.1070 5.0888
H 27.1889 9.3411 6.5612
O 26.3525 6.2628 4.4483
H 25.7370 6.9084 4.0837
H 26.2949 5.5271 3.8317
O 21.8575 13.3528 1.1673
H 22.0156 12.4222 0.9825
H 22.6752 13.7849 0.8994
O 25.5381 13.0463 1.4213
H 25.0969 12.1918 1.3938
H 25.5937 13.2600 2.3638
O 26.0899 13.8279 4.1459
H 26.2556 14.7157 4.4730
H 26.7494 13.2669 4.5659
O 21.8900 7.1769 0.8373
H 22.5757 7.7987 0.5768
H 21.2185 7.7267 1.2516
O 24.3977 11.6867 7.2075
H 25.1468 12.1724 7.5604
H 24.5327 11.6851 6.2504
O 23.5817 7.5166 6.9690
H 22.6934 7.8061 7.1894
H 23.6775 7.6994 6.0288
O 28.3382 10.2721 1.3829
H 27.5771 10.0090 1.9120
H 28.7065 11.0206 1.8586
O 26.4456 6.7506 7.4157
H 25.5564 6.9188 7.0893
H 26.9920 6.8551 6.6294
O 20.1353 11.0051 3.6682
H 20.8678 10.7905 4.2567
H 19.7362 11.7962 4.0382